(1)
{
  "formula": "C5H9NS",
  "method": "the ωB97M-V functional and the def2-TZVPD basis",
  "orbital_gap_ev": 8.505,
  "e_above_lowest_kj_mol": 179.6,
  "e_homo_ev": -8.72,
  "total_energy_ha": -648.78474,
  "symbols": ["C", "C", "C", "C", "C", "H", "H", "H", "H", "H", "H", "H", "H", "H", "N", "S"],
  "xyz": [[1.579, 1.372, 1.146], [0.552, 1.281, 0.016], [0.900, 1.540, -1.403], [0.093, -0.079, -0.485], [-1.125, -0.725, 0.142], [1.052, 1.049, 2.081], [2.382, 0.661, 0.828], [2.013, 2.390, 1.239], [-0.320, 1.834, 0.414], [0.678, 2.498, -1.769], [1.975, 1.268, -1.535], [0.104, -0.013, -2.640], [0.856, -0.836, -0.285], [-2.068, -0.205, -0.099], [-0.054, 0.512, -1.773], [-1.143, -2.035, 1.105]]
}

***

(2)
{
  "formula": "C5H9NS",
  "method": "the ωB97M-V functional and the def2-TZVPD basis",
  "orbital_gap_ev": 8.851,
  "smiles": "CCC(=S)N1CC1",
  "e_above_lowest_kj_mol": 137.9,
  "e_homo_ev": -8.35,
  "total_energy_ha": -648.80063,
  "symbols": ["C", "C", "C", "S", "N", "C", "C", "H", "H", "H", "H", "H", "H", "H", "H", "H"],
  "xyz": [[2.518, 0.257, 0.670], [1.107, 0.791, 0.845], [0.001, -0.058, 0.294], [-0.834, -0.968, 1.369], [-0.192, -0.033, -1.064], [-1.449, -0.257, -1.738], [-0.681, 1.039, -1.890], [2.767, -0.565, 1.382], [3.235, 1.056, 0.893], [2.753, -0.089, -0.353], [1.016, 0.929, 1.921], [1.051, 1.802, 0.401], [-1.475, -1.007, -2.493], [-2.384, -0.227, -1.148], [-0.108, 1.301, -2.761], [-1.146, 1.889, -1.380]]
}

***

(3)
{
  "formula": "C5H9NS",
  "method": "the ωB97M-V functional and the def2-TZVPD basis",
  "orbital_gap_ev": 9.815,
  "smiles": "CSC(C)(C)C#N",
  "e_above_lowest_kj_mol": 95.0,
  "e_homo_ev": -9.01,
  "total_energy_ha": -648.81695,
  "symbols": ["C", "S", "C", "C", "C", "C", "N", "H", "H", "H", "H", "H", "H", "H", "H", "H"],
  "xyz": [[-2.220, 0.949, 0.914], [-1.464, -0.370, -0.152], [0.396, -0.189, -0.265], [0.899, -0.191, -1.684], [1.060, -1.264, 0.562], [0.809, 1.115, 0.360], [0.977, 2.156, 0.868], [-2.118, 0.529, 1.938], [-3.280, 0.956, 0.589], [-1.760, 1.910, 0.689], [0.483, -0.972, -2.384], [0.790, 0.789, -2.154], [1.855, -0.566, -1.518], [2.165, -1.183, 0.620], [0.807, -2.293, 0.071], [0.603, -1.377, 1.546]]
}

***

(4)
{
  "formula": "C5H9NS",
  "method": "the ωB97M-V functional and the def2-TZVPD basis",
  "orbital_gap_ev": 8.998,
  "smiles": "NC1C[C@@H]2S[C@H]2C1",
  "e_above_lowest_kj_mol": 472.3,
  "e_homo_ev": -8.08,
  "total_energy_ha": -648.67327,
  "symbols": ["N", "C", "C", "C", "S", "C", "C", "H", "H", "H", "H", "H", "H", "H", "H", "H"],
  "xyz": [[-1.028, 1.701, 0.198], [-0.804, 0.303, 0.135], [-0.105, -0.347, -1.236], [1.152, -0.725, -0.729], [2.344, -1.616, -0.011], [0.766, -1.384, 0.699], [0.238, -0.086, 1.365], [-1.744, 2.064, -0.463], [-0.125, 2.237, -0.221], [-1.655, -0.288, 0.211], [-0.973, -0.988, -1.583], [-0.143, 0.573, -1.990], [1.710, 0.180, -0.529], [0.014, -2.069, 0.474], [0.828, 0.772, 1.562], [-0.476, -0.327, 2.118]]
}

***

(5)
{
  "formula": "C5H9NS",
  "method": "the ωB97M-V functional and the def2-TZVPD basis",
  "orbital_gap_ev": 9.517,
  "smiles": "CC1(C)C=NCS1",
  "e_above_lowest_kj_mol": 200.2,
  "e_homo_ev": -8.65,
  "total_energy_ha": -648.77689,
  "symbols": ["C", "C", "C", "C", "N", "C", "S", "H", "H", "H", "H", "H", "H", "H", "H", "H"],
  "xyz": [[-1.239, 0.593, -1.211], [-0.458, 0.298, 0.054], [-1.274, 0.171, 1.322], [0.516, -1.270, -0.331], [1.703, -1.321, -0.207], [2.335, -0.089, 0.037], [1.056, 1.322, 0.046], [-0.479, 0.412, -2.024], [-1.478, 1.627, -1.290], [-2.058, -0.169, -1.448], [-1.489, -0.768, 1.661], [-2.273, 0.655, 1.215], [-0.869, 0.657, 2.205], [0.008, -2.219, -0.579], [2.770, -0.082, 1.066], [3.229, 0.184, -0.516]]
}

***

(6)
{
  "formula": "C5H9NS",
  "method": "the ωB97M-V functional and the def2-TZVPD basis",
  "orbital_gap_ev": 9.664,
  "smiles": "S[C@]12CNC[C@H]1C2",
  "e_above_lowest_kj_mol": 96.9,
  "e_homo_ev": -8.68,
  "total_energy_ha": -648.81625,
  "symbols": ["S", "C", "C", "N", "C", "C", "C", "H", "H", "H", "H", "H", "H", "H", "H", "H"],
  "xyz": [[-0.499, -0.958, 2.414], [0.094, -0.253, 0.868], [-0.168, 1.210, 0.554], [-0.798, 1.193, -0.764], [-0.319, 0.028, -1.513], [0.006, -0.999, -0.440], [1.314, -0.858, 0.275], [-1.823, -0.856, 2.160], [0.798, 1.783, 0.568], [-0.832, 1.686, 1.299], [-0.644, 2.074, -1.267], [-1.092, -0.348, -2.179], [0.577, 0.230, -2.114], [-0.439, -1.992, -0.483], [1.751, -1.756, 0.722], [2.075, -0.185, -0.101]]
}

***

(7)
{
  "formula": "C5H9NS2",
  "method": "the ωB97M-V functional and the def2-TZVPD basis",
  "orbital_gap_ev": 8.189,
  "smiles": "C/C(N)=C/C(=S)CS",
  "e_above_lowest_kj_mol": 46.0,
  "e_homo_ev": -8.20,
  "total_energy_ha": -1047.03081,
  "symbols": ["C", "C", "N", "C", "C", "S", "C", "S", "H", "H", "H", "H", "H", "H", "H", "H", "H"],
  "xyz": [[2.261, -1.310, -0.102], [1.344, -0.133, -0.151], [1.880, 1.049, -0.412], [-0.012, -0.292, 0.038], [-0.986, 0.703, 0.184], [-0.745, 2.324, -0.206], [-2.342, 0.308, 0.733], [-3.367, -0.621, -0.522], [1.666, -2.218, -0.285], [3.032, -1.237, -0.860], [2.719, -1.433, 0.860], [2.859, 1.095, -0.505], [1.192, 1.804, -0.453], [-0.394, -1.349, 0.218], [-2.903, 1.168, 0.997], [-2.289, -0.314, 1.604], [-3.916, 0.455, -1.139]]
}

***

(8)
{
  "formula": "C5H9O",
  "method": "the ωB97M-V functional and the def2-TZVPD basis",
  "orbital_gap_ev": 5.825,
  "smiles": "C=CCCC[O-]",
  "e_above_lowest_kj_mol": 80.9,
  "e_homo_ev": -1.94,
  "charge": -1,
  "total_energy_ha": -271.07585,
  "symbols": ["C", "C", "C", "C", "C", "O", "H", "H", "H", "H", "H", "H", "H", "H", "H"],
  "xyz": [[2.393, 0.925, -0.172], [1.121, 0.653, 0.199], [0.420, -0.549, -0.376], [-0.863, -0.962, 0.253], [-2.040, 0.171, 0.103], [-2.692, 0.312, 1.233], [2.897, 0.349, -0.973], [3.046, 1.693, 0.245], [0.629, 1.437, 0.767], [0.181, -0.412, -1.406], [1.188, -1.347, -0.320], [-0.671, -1.159, 1.348], [-1.320, -1.945, -0.023], [-1.564, 1.048, -0.283], [-2.725, -0.215, -0.596]]
}

***

(9)
{
  "formula": "C5H9O",
  "method": "the ωB97M-V functional and the def2-TZVPD basis",
  "orbital_gap_ev": 6.293,
  "smiles": "C=CCCC[O-]",
  "e_above_lowest_kj_mol": 150.5,
  "e_homo_ev": -2.25,
  "charge": -1,
  "total_energy_ha": -271.04936,
  "symbols": ["C", "C", "C", "C", "C", "O", "H", "H", "H", "H", "H", "H", "H", "H", "H"],
  "xyz": [[0.904, -0.318, 2.085], [1.236, -0.453, 0.796], [0.904, 0.493, -0.404], [-0.234, -0.084, -1.175], [-1.709, 0.099, -0.757], [-2.671, -0.562, -1.360], [0.449, 0.563, 2.470], [0.950, -1.210, 2.834], [1.454, -1.415, 0.515], [1.693, 0.909, -1.059], [0.306, 1.448, -0.040], [0.107, 0.364, -2.122], [0.138, -1.158, -1.254], [-1.685, 1.302, -0.960], [-1.844, 0.023, 0.431]]
}

***

(10)
{
  "formula": "C5H9O",
  "method": "the ωB97M-V functional and the def2-TZVPD basis",
  "orbital_gap_ev": [10.761, 8.297],
  "e_above_lowest_kj_mol": 112.6,
  "e_homo_ev": [-9.66, -9.64],
  "spin_multiplicity": 2,
  "total_energy_ha": -271.02614,
  "symbols": ["C", "O", "C", "C", "C", "C", "H", "H", "H", "H", "H", "H", "H", "H", "H"],
  "xyz": [[0.557, -1.381, 0.990], [1.688, -0.727, 0.712], [-0.362, -1.349, -0.341], [-1.066, -0.007, -0.495], [-0.306, 1.263, -0.181], [-0.458, 2.476, -0.706], [-0.011, -0.890, 1.794], [0.800, -2.455, 1.047], [0.356, -1.604, -1.113], [-1.158, -2.058, -0.153], [-2.008, 0.009, 0.063], [-1.418, 0.130, -1.523], [0.374, 1.116, 0.656], [-1.081, 2.857, -1.499], [0.241, 3.176, -0.260]]
}